No. 1
Here is a structure of composition C59H41MnN5O6S2 from the OMol25 dataset. Energies are from wB97M-V/def2-TZVPD.

## Properties
Total charge = -2
HOMO (alpha / beta) = -1.3 / -1.4 eV
Energy above the lowest of the compared OMol25 structures with the same formula, charge and spin = 39.01 kcal/mol
2S+1 = 6
E_LUMO (alpha / beta) = 3.300 / 3.326 eV
DFT total energy = -134573.9248 eV

CARTESIAN COORDINATES (ANGSTROEM)
Mn 0.36977 -0.83726 -0.92814
C 6.59973 0.89466 -5.36230
C 5.39031 1.55052 -5.26955
C 4.35984 1.11360 -4.36868
C 4.54428 0.05426 -3.47544
C 5.81443 -0.57816 -3.56829
C 6.78424 -0.13912 -4.44493
C 3.42159 -0.40746 -2.64295
C 2.38703 -1.04037 -3.35775
C 2.31873 -1.44463 -4.77161
C 1.12271 -2.10988 -5.02738
C 0.47281 -2.13691 -3.75304
N 1.23665 -1.44610 -2.77259
C -0.74428 -2.82611 -3.45255
C -1.35401 -2.90442 -2.17333
C -1.89468 -4.10277 -1.64802
C -2.14435 -3.91043 -0.33351
C -1.82577 -2.58428 0.00387
C -2.18436 -1.73488 1.22639
C -2.55813 -2.77093 2.28581
C -1.56043 -3.59608 2.73275
C -1.72960 -4.21707 3.94035
C -2.98916 -4.07100 4.57310
C -4.01122 -3.33417 4.04110
C -3.80242 -2.66824 2.86388
C -1.21547 -0.83527 1.87225
N -0.09852 -0.35782 1.21156
C 0.68606 0.15924 2.16983
C 2.10108 0.29288 1.97427
C 2.80876 0.85070 3.17476
C 2.89370 2.22865 3.46614
C 3.71788 2.72981 4.49405
C 4.48588 1.84378 5.29429
C 4.31187 0.44483 5.05909
C 3.44511 0.01773 4.05943
C 2.82112 0.09378 0.89979
C 4.27810 0.29590 0.85429
C 4.62787 0.16779 -0.43548
C 3.40690 -0.10466 -1.26096
N 2.35756 -0.18095 -0.40906
C 0.04859 0.12354 3.42206
C -1.19058 -0.49275 3.20762
N -1.34691 -1.96111 -1.10927
C -1.40226 -3.56832 -4.51662
C -2.71326 -3.13956 -4.85306
C -3.60029 -3.89961 -5.61460
C -3.15282 -5.08799 -6.19248
C -1.86173 -5.54570 -6.00731
C -1.00560 -4.79012 -5.13686
H 7.27483 1.15183 -6.18367
H 5.20290 2.44910 -5.82984
H 3.46262 1.69907 -4.33014
H 5.98556 -1.40308 -2.88255
H 7.70544 -0.66098 -4.54463
H 3.18163 -1.43189 -5.37948
H 0.85046 -2.56062 -5.98828
H -2.08343 -5.00636 -2.15793
H -2.42719 -4.64123 0.42190
H -0.64830 -3.53196 2.24250
H -0.96095 -4.72667 4.57880
H -3.05835 -4.57301 5.57327
H -4.95846 -3.30448 4.63302
H -4.52944 -2.07520 2.36742
H 2.42655 3.01310 2.89875
H 3.81711 3.81949 4.56707
H 5.21136 2.19843 6.03606
H 4.82920 -0.23120 5.69198
H 3.36066 -1.01555 3.79210
H 5.00654 0.49732 1.67001
H 5.65700 0.29992 -0.81994
H 0.46529 0.55677 4.28724
H -1.96708 -0.71131 3.89989
H -2.97457 -2.13196 -4.52396
H -4.59925 -3.53897 -5.70458
H -3.77470 -5.70773 -6.83170
H -1.48937 -6.42656 -6.44538
H 0.01244 -5.13516 -4.86796
O -3.61115 0.11438 1.73390
C -3.45609 -0.84552 1.02061
C 2.25311 6.26205 2.25923
O 1.03001 6.09884 1.56346
C 0.07032 5.54526 2.41660
C -0.41966 6.29724 3.50490
C -1.42461 5.66303 4.31706
C -1.94248 4.42840 3.98774
C -1.40564 3.69675 2.87778
C -0.44943 4.29891 2.03480
N -0.02010 3.61345 0.95378
C -0.36643 2.71877 -0.09087
C -1.72129 2.38057 -0.57499
C -2.88800 2.96741 0.02287
C -4.15395 2.40232 -0.10964
C -4.30080 1.33148 -1.01044
C -3.19767 0.82969 -1.70128
C -1.84836 1.30020 -1.48812
O -0.84695 0.83224 -2.09430
H 2.89644 5.34716 2.36195
H 2.19705 6.89122 3.17147
H 2.79465 6.81164 1.46947
H 0.02431 7.26073 3.79275
H -1.76472 6.14404 5.25083
H -2.70241 4.03268 4.62349
H -1.67663 2.66964 2.78510
H 0.84791 3.96554 0.58824
H 0.38996 2.15332 -0.54762
H -2.83012 3.89588 0.61698
H -4.96805 2.83372 0.42595
H -5.28835 0.89346 -1.31728
H -3.46455 0.02374 -2.35385
O -6.35152 0.78130 0.59850
S -6.38404 -0.64820 0.79401
O -7.36722 -1.36372 -0.00386
O -6.47329 -1.07679 2.18088
S -4.58551 -1.45946 -0.17100

Mulliken population analysis, charges in e, atoms 1 to 99: atom 1 (Mn): 0.386, atom 2 (C): -0.406, atom 3 (C): -0.653, atom 4 (C): -0.077, atom 5 (C): -0.547, atom 6 (C): -0.100, atom 7 (C): -0.696, atom 8 (C): 0.882, atom 9 (C): 0.209, atom 10 (C): -1.398, atom 11 (C): -1.085, atom 12 (C): -0.325, atom 13 (N): 0.254, atom 14 (C): 1.360, atom 15 (C): -0.261, atom 16 (C): -1.911, atom 17 (C): -0.446, atom 18 (C): -1.372, atom 19 (C): 2.928, atom 20 (C): -0.854, atom 21 (C): -0.356, atom 22 (C): -1.018, atom 23 (C): -0.346, atom 24 (C): -0.815, atom 25 (C): -0.045, atom 26 (C): 0.513, atom 27 (N): 1.438, atom 28 (C): 0.222, atom 29 (C): 0.315, atom 30 (C): -0.695, atom 31 (C): 0.219, atom 32 (C): -0.455, atom 33 (C): -0.439, atom 34 (C): -0.777, atom 35 (C): 0.117, atom 36 (C): 0.446, atom 37 (C): -1.465, atom 38 (C): -1.159, atom 39 (C): 0.384, atom 40 (N): 0.737, atom 41 (C): -1.817, atom 42 (C): -1.524, atom 43 (N): 1.276, atom 44 (C): -0.832, atom 45 (C): 0.026, atom 46 (C): -0.860, atom 47 (C): -0.203, atom 48 (C): -0.874, atom 49 (C): 0.108, atom 50 (H): 0.363, atom 51 (H): 0.349, atom 52 (H): 0.440, atom 53 (H): 0.468, atom 54 (H): 0.339, atom 55 (H): 0.542, atom 56 (H): 0.444, atom 57 (H): 0.557, atom 58 (H): 0.528, atom 59 (H): 0.646, atom 60 (H): 0.262, atom 61 (H): 0.254, atom 62 (H): 0.343, atom 63 (H): 0.313, atom 64 (H): 0.049, atom 65 (H): 0.332, atom 66 (H): 0.344, atom 67 (H): 0.416, atom 68 (H): 0.480, atom 69 (H): 0.280, atom 70 (H): 0.385, atom 71 (H): 0.682, atom 72 (H): 0.785, atom 73 (H): 0.366, atom 74 (H): 0.432, atom 75 (H): 0.326, atom 76 (H): 0.445, atom 77 (H): 0.337, atom 78 (O): -0.545, atom 79 (C): -0.175, atom 80 (C): -0.742, atom 81 (O): -0.514, atom 82 (C): 0.602, atom 83 (C): -0.616, atom 84 (C): -0.393, atom 85 (C): -1.165, atom 86 (C): 0.167, atom 87 (C): -0.147, atom 88 (N): 0.183, atom 89 (C): -1.437, atom 90 (C): 0.666, atom 91 (C): 0.105, atom 92 (C): -1.279, atom 93 (C): -0.468, atom 94 (C): -0.754, atom 95 (C): 0.641, atom 96 (O): -0.765, atom 97 (H): 0.175, atom 98 (H): 0.361, atom 99 (H): 0.296


No. 2
Here is the molecule C3H2F2 from the OMol25 dataset. Energies are from wB97M-V/def2-TZVPD.

## Properties
HOMO = -10.0 eV
Energy above the lowest of the compared OMol25 structures with the same formula, charge and spin = 32.21 kcal/mol
2S+1 = 1
E_LUMO = 1.064 eV
DFT total energy = -8574.7686 eV

CARTESIAN COORDINATES (ANGSTROEM)
F 1.53506 1.09106 0.07101
C 0.78594 -0.06961 -0.08109
F 1.63657 -1.17469 -0.00419
C -0.75204 0.01066 0.63542
C -0.61160 -0.12635 -0.63732
H -1.42475 0.26712 1.51545
H -1.16919 0.00181 -1.49928

Computed Mulliken charges, given in elementary charges: atom 1 (F): -0.231, atom 2 (C): 0.532, atom 3 (F): -0.230, atom 4 (C): -0.342, atom 5 (C): -0.382, atom 6 (H): 0.305, atom 7 (H): 0.348


No. 3
Here is a cluster of 2 separate species, C2H6ClO2P in total from the OMol25 dataset. Energies are from wB97M-V/def2-TZVPD.

## Properties
HOMO (alpha / beta) = -9.0 / -9.0 eV
Energy above the lowest of the compared OMol25 structures with the same formula, charge and spin = 74.36 kcal/mol
2S+1 = 1
E_LUMO (alpha / beta) = -1.120 / -1.121 eV
DFT total energy = -28076.0685 eV

CARTESIAN COORDINATES (ANGSTROEM)
C -0.92586 -0.08185 0.50671
C -0.08878 0.72956 -0.56333
O 3.09226 -1.44036 -0.79232
O 1.04184 0.12890 -0.98718
P 2.83790 -0.49404 0.45601
Cl 4.39495 0.71695 0.20370
H -1.23455 -1.09402 0.15290
H -0.24584 -0.23411 1.27887
H -1.74050 0.58685 0.70526
H -0.15096 1.81967 -0.28707
H -0.67348 0.97004 -1.48204
H 2.14265 -1.41825 -1.26014

Computed Mulliken charges, given in elementary charges: atom 1 (C): -0.854, atom 2 (C): -0.429, atom 3 (O): -0.413, atom 4 (O): -0.699, atom 5 (P): 0.630, atom 6 (Cl): -0.151, atom 7 (H): 0.233, atom 8 (H): 0.243, atom 9 (H): 0.342, atom 10 (H): 0.299, atom 11 (H): 0.316, atom 12 (H): 0.483


No. 4
Here is the molecule C5H4F4O4 from the OMol25 dataset. Energies are from wB97M-V/def2-TZVPD.

## Properties
HOMO = -10.8 eV
2S+1 = 1
E_LUMO = -0.179 eV
DFT total energy = -24306.4576 eV

CARTESIAN COORDINATES (ANGSTROEM)
O 3.69217 -0.66049 0.93283
C 3.06140 -0.57912 -0.15741
C 1.59994 0.06695 -0.28314
O 1.37332 1.17046 0.63980
C 0.05319 1.72329 0.46482
O 0.00411 2.86259 -0.07602
O -1.10289 1.02454 0.94214
C -1.81187 0.35243 -0.10602
F -1.22871 0.46919 -1.39424
F -3.13071 0.93089 -0.15183
C -1.98323 -1.19729 0.38100
F -3.37062 -1.56276 0.24138
F -1.23175 -2.11034 -0.43338
H 3.58396 -0.95026 -1.10986
H 1.36796 0.44270 -1.34863
H 0.81218 -0.74558 -0.02798
H -1.68846 -1.23720 1.48654

Computed Mulliken charges, given in elementary charges: atom 1 (O): -0.443, atom 2 (C): -0.067, atom 3 (C): 0.113, atom 4 (O): -0.280, atom 5 (C): 0.582, atom 6 (O): -0.445, atom 7 (O): -0.269, atom 8 (C): 0.708, atom 9 (F): -0.220, atom 10 (F): -0.271, atom 11 (C): 0.231, atom 12 (F): -0.264, atom 13 (F): -0.232, atom 14 (H): 0.291, atom 15 (H): 0.289, atom 16 (H): 0.033, atom 17 (H): 0.243